DFT (the ωB97M-V functional and the def2-TZVPD basis) results for C45H51MgN4O4PS3 as an isolated structure at a distorted geometry.

Structure (XYZ):
```
109
Properties=species:S:1:pos:R:3:forces:R:3
Mg 1.1948 -0.0621 -0.2405 0.4 0.1 0.7
C 0.6297 -5.2680 -0.2238 0.1 0.0 0.0
O -0.2213 -4.2394 0.2469 -0.1 0.0 0.0
C -0.8403 -3.5381 -0.7752 0.1 0.0 0.1
C -1.9593 -4.0578 -1.3826 0.0 0.1 0.0
C -2.5916 -3.3645 -2.4160 -0.1 0.0 -0.1
C -2.0883 -2.1447 -2.8086 -0.1 0.1 0.1
C -0.9748 -1.5739 -2.1811 0.1 -0.3 0.2
C -0.4800 -0.2952 -2.6463 0.1 0.3 -0.2
N 0.4006 0.3610 -1.9917 -0.5 -0.1 -0.5
N 0.9292 1.5229 -2.4904 0.1 0.6 -0.3
C 2.0533 1.8142 -1.8614 -0.3 -0.2 -0.5
O 2.6007 1.1000 -0.9426 0.3 0.4 0.0
C 2.7365 3.0576 -2.3227 0.2 0.0 0.0
C 2.1679 3.8814 -3.2944 0.0 0.0 0.1
C 2.8404 5.0110 -3.7288 0.0 0.0 0.0
C 4.0862 5.3271 -3.2015 0.0 0.1 0.0
C 4.6556 4.5141 -2.2332 0.0 0.0 0.0
C 3.9826 3.3835 -1.7957 -0.1 0.0 0.1
C -0.2948 -2.2787 -1.1390 -0.1 -0.1 -0.4
O 0.7879 -1.8396 -0.5723 -0.5 -1.3 0.1
H 1.1107 -5.7060 0.6505 0.0 0.0 0.0
H 0.0624 -6.0427 -0.7497 0.0 0.0 0.0
H 1.3956 -4.8720 -0.8986 0.0 0.0 0.0
H -2.3388 -5.0170 -1.0484 0.0 0.0 0.0
H -3.4566 -3.7843 -2.9117 0.0 0.0 0.0
H -2.5806 -1.5958 -3.6052 0.1 0.0 0.0
H -0.8567 0.0985 -3.5935 0.0 0.0 0.0
H 1.2026 3.6122 -3.6979 0.0 0.0 0.0
H 2.4018 5.6487 -4.4859 0.0 0.0 0.0
H 4.6154 6.2051 -3.5502 0.0 0.0 0.0
H 5.6286 4.7602 -1.8269 0.0 0.0 0.0
H 4.4122 2.7320 -1.0460 0.0 0.0 0.0
S -2.8931 0.6472 -0.4452 -0.2 -0.3 0.1
C -3.9285 -0.1082 0.5901 -0.2 0.4 -0.8
N -5.2319 -0.3696 0.3175 0.2 -0.1 0.2
C -6.1306 -0.6753 1.4194 0.0 0.0 0.3
C -5.6785 0.1028 2.6389 -0.1 0.1 -0.2
N -4.3263 -0.3291 2.9614 0.0 0.1 -0.3
C -4.0056 -0.5997 4.3591 0.0 -0.1 0.1
C -4.9393 -1.6341 4.9376 0.0 0.1 0.0
C -5.9148 -1.2887 5.8653 0.1 0.0 0.0
C -6.8128 -2.2411 6.3285 -0.1 0.0 0.0
C -6.7454 -3.5436 5.8603 0.0 0.0 0.1
C -5.7668 -3.8966 4.9407 0.0 0.0 -0.1
C -4.8708 -2.9466 4.4778 0.0 0.0 0.0
C -3.4446 -0.5034 1.9538 0.3 -0.3 0.8
S -1.9253 -1.1211 2.1460 0.0 0.0 -0.1
C -5.8064 -0.1605 -0.9955 0.1 0.0 -0.1
C -6.3870 -1.4081 -1.6222 -0.1 0.0 0.1
C -6.2408 -2.6718 -1.0678 0.1 -0.1 0.0
C -6.8105 -3.7809 -1.6804 0.0 0.0 0.0
C -7.4983 -3.6435 -2.8745 0.0 -0.1 0.0
C -7.6161 -2.3882 -3.4560 0.0 0.0 0.0
C -7.0820 -1.2789 -2.8225 0.0 0.0 0.0
H -6.1261 -1.7410 1.6694 -0.1 0.0 -0.1
H -7.1449 -0.4009 1.1306 0.0 0.0 0.0
H -6.3325 -0.1106 3.4811 0.0 0.0 0.0
H -5.6938 1.1792 2.4338 -0.1 0.0 0.0
H -4.0632 0.3350 4.9263 0.0 0.0 0.0
H -2.9782 -0.9570 4.3812 0.0 0.1 0.0
H -5.9793 -0.2669 6.2227 0.0 0.0 0.0
H -7.5749 -1.9589 7.0433 0.0 0.0 0.0
H -7.4530 -4.2826 6.2126 0.0 0.0 0.0
H -5.7094 -4.9134 4.5746 0.0 0.0 0.0
H -4.1154 -3.2139 3.7468 0.0 0.0 0.0
H -5.0129 0.2322 -1.6295 0.0 0.0 0.0
H -6.5828 0.6109 -0.9308 0.0 0.0 0.0
H -5.6557 -2.8226 -0.1706 0.0 0.1 0.0
H -6.7074 -4.7554 -1.2203 0.0 0.0 0.0
H -7.9273 -4.5111 -3.3586 0.0 0.0 0.0
H -8.1204 -2.2743 -4.4068 0.0 0.0 0.0
H -7.1985 -0.2988 -3.2717 0.0 0.0 0.0
C 1.6516 3.8570 1.7818 0.0 0.0 0.0
C 0.3350 3.7865 1.0299 0.0 -0.3 0.1
S -0.5872 2.2310 1.2977 0.0 1.1 0.6
O 0.4310 1.1720 1.0169 -0.1 0.1 0.2
C -0.7136 2.2652 3.1517 0.0 -0.2 -0.4
C 0.4240 1.5238 3.8381 0.1 0.0 0.0
H 2.2364 4.7078 1.4311 0.0 0.0 0.0
H 2.2318 2.9509 1.6003 0.0 0.0 0.0
H 1.4965 3.9781 2.8533 0.0 0.0 0.0
H 0.5058 3.7909 -0.0492 -0.1 0.0 0.0
H -0.3489 4.5978 1.2861 -0.1 0.0 -0.1
H -1.6670 1.7755 3.3405 -0.1 0.0 0.0
H -0.7930 3.3116 3.4473 0.0 0.0 -0.1
H 0.8783 0.8191 3.1397 0.0 0.0 0.1
H 0.0545 0.9556 4.6909 0.0 0.0 0.0
H 1.2061 2.1987 4.1806 0.0 0.0 0.0
C 3.7432 -1.9790 0.6004 -0.1 0.0 0.0
P 2.4610 -1.2104 1.6707 0.8 -0.5 0.4
C 1.8435 -2.6695 2.5810 -0.1 0.2 -0.1
C 3.5303 -0.3418 2.8734 -0.2 0.1 0.0
C 3.5268 -0.5822 4.2437 0.0 -0.1 -0.1
C 4.2987 0.1954 5.0975 0.0 0.0 0.0
C 5.0769 1.2238 4.5902 0.0 0.0 0.1
C 5.0795 1.4804 3.2250 0.0 0.0 0.0
C 4.3027 0.7108 2.3753 0.0 0.0 0.0
H 4.1925 -1.1974 -0.0130 0.1 -0.1 0.0
H 3.2328 -2.6799 -0.0602 0.0 0.0 0.0
H 4.5120 -2.4889 1.1814 0.0 0.0 0.0
H 2.6609 -3.2895 2.9519 0.0 0.0 0.1
H 1.2274 -3.2386 1.8832 0.0 0.0 0.0
H 1.2044 -2.3538 3.4068 0.0 0.0 0.0
H 2.9196 -1.3801 4.6524 0.0 0.0 0.0
H 4.2858 -0.0018 6.1622 0.0 0.0 0.0
H 5.6757 1.8302 5.2578 0.0 0.0 0.0
H 5.6807 2.2888 2.8283 0.0 0.0 0.0
H 4.2748 0.9284 1.3117 0.0 0.0 0.0
```
Forces are in eV/Å.

## Properties
Molecular weight   863.4 g mol⁻¹
Lowest unoccupied orbital energy   -0.31 eV
ΔE to the lowest compared entry with this formula, charge and spin   21.0 kcal per mole
Energy   -4001.47248 Eh
2S+1   1
Charge   0